1.
{"formula": "C24H43NOsP2", "method": "ωB97M-V/def2-TZVPD", "species": ["P", "P", "C", "C", "H", "H", "H", "H", "C", "H", "H", "H", "C", "H", "H", "H", "C", "H", "H", "H", "C", "H", "H", "H", "Os", "C", "C", "C", "C", "C", "C", "C", "C", "C", "H", "H", "H", "H", "H", "H", "H", "H", "H", "H", "H", "H", "H", "H", "H", "C", "N", "C", "C", "C", "C", "C", "C", "C", "C", "H", "H", "H", "H", "H", "H", "H", "H", "H", "H", "H", "H"], "positions_angstrom": [[-1.231006, -3.371923, -1.766105], [0.191593, 0.319947, -1.866512], [-0.953870, -2.095010, -3.082670], [0.302731, -1.355201, -2.611463], [-1.894227, -1.503989, -3.169519], [-0.726753, -2.610125, -4.036451], [0.742222, -1.837615, -1.676050], [1.133741, -1.461515, -3.321889], [-1.264545, 0.983370, -2.813188], [-1.337483, 2.073483, -2.683799], [-2.181639, 0.507219, -2.422461], [-1.106671, 0.735694, -3.879076], [1.457301, 1.096065, -3.052466], [1.123431, 1.108023, -4.101391], [2.395834, 0.526623, -2.999058], [1.695524, 2.136404, -2.790437], [-2.418672, -4.476258, -2.538925], [-3.194999, -4.730581, -1.801430], [-1.905952, -5.405098, -2.862548], [-2.923053, -4.032508, -3.424898], [0.415866, -4.165872, -1.674434], [0.922158, -4.096709, -2.654184], [0.286610, -5.194977, -1.317877], [1.027943, -3.632309, -0.900826], [-0.582715, -2.163030, -0.129020], [0.553552, 4.165521, -1.395710], [-0.836351, 4.417756, -1.046051], [-1.456852, 3.536582, -0.059122], [-0.311624, 2.502382, 0.244621], [0.785904, 2.722044, -0.743837], [2.111817, 2.640025, -0.381689], [2.702463, 3.973158, -0.184572], [1.591393, 4.989739, -0.592760], [-0.159108, -3.448559, 1.436671], [0.826719, 4.259371, -2.455255], [-1.388174, 5.248445, -1.483912], [-2.331480, 2.973246, -0.438138], [-1.748484, 4.010751, 0.899469], [0.086269, 2.689247, 1.249406], [-0.667224, 1.467745, 0.321089], [-1.688726, -3.277148, 0.235734], [2.632896, 1.685808, -0.255111], [3.530283, 4.119946, -0.882736], [3.029508, 4.138856, 0.858559], [1.131571, 5.424769, 0.312319], [2.002885, 5.820665, -1.190788], [0.285411, -2.913695, 2.288150], [0.565980, -4.193823, 1.089713], [-1.044176, -3.986575, 1.818911], [1.127564, -0.975110, 4.554519], [1.492001, -1.339381, 3.189677], [2.928829, -1.548404, 3.041287], [0.953797, -0.493553, 2.125585], [-0.510984, -0.202056, 2.203235], [-1.044090, 0.736052, 3.100297], [-2.420228, 0.950433, 3.110018], [-3.260345, 0.229491, 2.258706], [-2.737683, -0.725424, 1.393097], [-1.364439, -0.862533, 1.320599], [1.710900, -1.604481, 5.242570], [0.062513, -1.179275, 4.711513], [1.350687, 0.082666, 4.795794], [3.116422, -2.149267, 2.143272], [3.493664, -0.596247, 2.949281], [3.299199, -2.094381, 3.918273], [1.467628, 0.485174, 2.079238], [1.136806, -1.054826, 1.169679], [-0.413884, 1.285812, 3.793558], [-2.864210, 1.694713, 3.768269], [-4.337252, 0.409109, 2.282949], [-3.364696, -1.368879, 0.780311]], "atomic_forces_ev_per_a": [[-0.93, -0.83, -4.65], [0.01, 1.17, -2.60], [-0.08, -0.90, -0.40], [0.67, -0.37, 0.76], [0.87, -0.28, -0.09], [-0.39, 0.42, 0.25], [0.22, -0.17, -1.30], [-0.28, 0.28, 0.06], [-0.13, -0.26, 0.45], [-0.05, -0.31, -0.08], [0.22, 0.41, -0.31], [-0.28, 0.19, 0.50], [0.46, 0.09, 0.30], [-0.14, -0.28, 0.41], [-0.15, 0.14, 0.04], [-0.07, -0.43, -0.23], [-0.79, -0.89, 0.18], [0.18, -0.16, -0.36], [-0.30, 0.48, 0.21], [0.50, -0.03, 0.66], [0.17, -0.22, -0.05], [-0.10, -0.21, 0.52], [0.14, 0.18, -0.16], [0.02, -0.62, -0.61], [-0.17, 1.22, 5.11], [0.43, -1.11, 0.48], [-1.46, 1.36, -0.96], [0.73, -1.44, 0.57], [-1.33, -0.52, 0.51], [-0.24, 2.91, 0.87], [0.73, -1.07, 0.12], [-0.35, 0.88, -0.60], [0.38, 0.32, 0.54], [0.03, -0.27, 1.50], [-0.30, -0.30, 0.07], [0.20, -0.15, 0.08], [0.12, 0.48, 0.09], [-0.02, -0.05, -0.54], [0.19, 0.05, -0.08], [0.07, 0.28, -0.05], [-0.10, 0.68, -0.39], [-0.05, 0.36, 0.36], [0.53, -0.23, 0.30], [0.25, -0.36, -0.48], [0.09, -0.22, -0.44], [-0.22, -0.41, 0.30], [-0.04, -0.08, -0.29], [-0.13, 0.08, -0.20], [0.50, 0.12, -0.09], [0.01, 0.01, 0.03], [0.07, 0.14, 0.01], [-0.11, 0.15, -0.10], [0.63, -0.22, 0.30], [-0.25, 0.29, 0.40], [-0.21, -0.40, -0.33], [-0.18, 0.12, -0.26], [-0.47, 0.05, 0.03], [-0.34, 0.49, 0.16], [0.57, -1.20, -0.64], [-0.32, 0.21, -0.22], [0.23, 0.18, 0.11], [-0.07, -0.24, 0.00], [0.07, 0.08, 0.10], [-0.13, -0.26, 0.09], [-0.03, 0.13, -0.37], [0.37, -0.04, -0.08], [0.17, 0.63, 0.48], [0.02, -0.10, -0.12], [0.17, -0.19, -0.03], [0.32, -0.10, 0.09], [-0.12, 0.30, 0.08]], "lowdin_charge": [0.675, 0.925, -0.359, -0.482, 0.084, 0.107, -0.014, 0.105, -0.237, 0.045, 0.049, 0.065, -0.225, 0.069, 0.058, 0.019, -0.204, 0.059, 0.076, 0.077, -0.234, 0.085, 0.079, 0.022, 0.914, -0.226, -0.032, -0.136, -0.140, -0.181, 0.053, -0.096, -0.087, -0.204, 0.158, 0.129, 0.126, 0.137, 0.140, 0.065, 0.048, 0.150, 0.148, 0.157, 0.138, 0.137, 0.014, 0.035, 0.036, -0.074, -0.286, -0.083, -0.223, -0.286, -0.050, -0.049, -0.063, -0.109, -0.284, 0.095, 0.092, 0.092, 0.083, 0.091, 0.093, 0.119, 0.070, 0.117, 0.118, 0.118, 0.094], "charge": 2, "multiplicity": 5, "homo_energy_ev": [-12.4, -13.2], "relative_energy_kj_mol": 94.7, "s2": 6.023, "orbital_gap_ha": [0.18812, 0.17041], "max_force_ev_per_a": 5.3}

***

2.
{"formula": "H23O12", "method": "ωB97M-V/def2-TZVPD", "species": ["O", "H", "H", "O", "H", "H", "O", "H", "O", "H", "H", "O", "H", "H", "O", "H", "H", "O", "H", "H", "O", "H", "H", "O", "H", "H", "O", "H", "H", "O", "H", "H", "O", "H", "H"], "positions_angstrom": [[-2.622053, 3.844985, -0.776729], [0.059478, -0.871285, 4.479975], [-0.164491, 2.102297, 0.899594], [-1.943574, -3.084879, 1.185229], [-2.180079, -3.866306, 0.695872], [-1.620139, -2.295018, 0.720243], [2.422069, 3.907700, 0.461864], [1.794814, 3.177964, 0.366289], [-0.969648, 2.673102, 1.070176], [2.125182, -0.595362, -4.591383], [-1.473662, 1.852312, 1.258316], [-0.246290, -0.457018, 5.298979], [-3.648906, 1.164347, -0.351055], [1.186448, 0.243419, -1.165441], [-0.870459, -0.689664, -0.466363], [-0.052772, -0.099013, -0.031005], [1.789707, 4.622197, 0.222059], [1.390358, -1.173914, -4.382462], [1.190090, -0.907273, -3.458895], [-0.704912, -0.367181, -1.383610], [3.621383, -2.649275, -0.729085], [3.562635, -2.245093, 0.138003], [2.766919, -2.645454, -1.182646], [-4.503837, 1.170545, 0.116455], [-4.691583, 0.221289, -0.095539], [-2.578983, 3.403336, 0.087613], [0.963817, 0.891673, 0.624648], [-1.892400, 3.313062, -1.137184], [0.516795, -4.164323, -0.252247], [1.258930, -3.637524, 0.087148], [1.505218, 0.322582, 1.188470], [-0.882813, 0.194156, 4.923640], [1.466305, -0.180127, -2.018656], [1.096123, -2.700402, -0.091996], [2.330342, -0.475846, -1.710263]], "atomic_forces_ev_per_a": [[0.34, -0.95, -0.03], [0.15, -0.16, 0.26], [0.60, 0.62, 0.03], [0.00, 0.45, 1.53], [0.19, 0.41, -0.88], [-0.19, -0.70, -0.83], [-1.33, 0.86, -0.53], [0.41, -0.83, 0.26], [-0.03, -1.88, 0.15], [0.10, 0.07, -0.18], [-0.47, 0.84, 0.18], [-0.73, 0.67, -0.93], [-0.07, 0.86, 0.28], [0.02, 0.34, -0.21], [1.84, 1.62, -0.27], [-1.63, -0.77, 0.41], [0.94, -0.22, 0.32], [-0.15, -0.18, 0.03], [-0.02, -0.14, -0.54], [-0.69, -0.87, 0.70], [0.80, 0.28, -0.81], [-0.51, -0.04, -0.03], [0.22, -0.15, 0.65], [0.57, -1.90, -0.94], [-0.45, 1.01, 0.68], [-0.26, 0.68, 0.20], [-0.07, -0.72, -0.87], [-0.11, 0.58, -0.41], [0.20, 0.76, 0.20], [-0.10, -0.36, -0.09], [-0.15, 0.41, 0.00], [0.58, -0.52, 0.65], [0.39, 0.43, 1.44], [-0.73, -0.34, 0.02], [0.35, -0.17, -0.44]], "lowdin_charge": [-0.095, 0.030, -0.018, -0.074, 0.016, -0.003, -0.084, -0.008, -0.121, 0.016, 0.041, -0.081, 0.019, 0.018, -0.188, 0.013, 0.045, -0.100, -0.029, 0.023, -0.065, 0.033, 0.011, -0.086, 0.053, -0.006, -0.375, 0.025, 0.050, -0.066, -0.026, 0.050, -0.087, 0.019, 0.048], "charge": -1, "homo_energy_ev": -7.0, "relative_energy_kj_mol": 286.7, "orbital_gap_ha": 0.35164, "max_force_ev_per_a": 2.5}